Entry 1:
ORCA calculation (ωB97M-V/def2-TZVPD) on an isolated molecule of C4H6O2.

Each atom is followed by the atoms it is bonded to, with distances in Å.
Positions of all 12 atoms, in Å:
1 O 1.45301 -1.32240 -0.80604  C3 1.207
2 O -0.97184 -0.89456 1.58096  C6 1.212
3 C 0.81521 -1.56428 0.18949  O1 1.207, C6 1.525, H9 1.102
4 C 0.18040 0.88097 0.44915  C5 1.559, C6 1.488, H8 1.096, H11 1.096
5 C -0.66581 0.85925 -0.86011  C4 1.559, H7 1.092, H10 1.087, H12 1.100
6 C -0.04754 -0.52092 0.89248  O2 1.212, C3 1.525, C4 1.488
7 H -0.00889 0.61367 -1.69719  C5 1.092
8 H -0.13100 1.57014 1.24256  C4 1.096
9 H 0.76404 -2.55876 0.66061  C3 1.102
10 H -1.19078 1.79546 -1.03432  C5 1.087
11 H 1.23376 1.07220 0.21632  C4 1.096
12 H -1.43055 0.06922 -0.83388  C5 1.100

Summary:
HOMO = -9.77 eV
Lowest unoccupied orbital energy = -0.4 eV
ΔE to the lowest compared entry with this formula, charge and spin = 120.3 kJ/mol
SMILES = CCC(=O)C=O

Table of Mulliken atomic charges, one value per atom, all in e: atom 1 (O): -0.441, atom 2 (O): -0.515, atom 3 (C): -0.012, atom 4 (C): -0.206, atom 5 (C): -1.072, atom 6 (C): 0.314, atom 7 (H): 0.322, atom 8 (H): 0.336, atom 9 (H): 0.382, atom 10 (H): 0.318, atom 11 (H): 0.264, atom 12 (H): 0.310

=====

Entry 2:
ORCA calculation (ωB97M-V/def2-TZVPD) on an isolated molecule of C4H6O2.

Each atom is followed by the atoms it is bonded to, with distances in Å.
Positions of all 12 atoms, in Å:
1 O -0.80316 0.29111 1.72334  C4 1.403, H11 0.965
2 O 0.81483 -0.93080 -2.28272  C5 1.201
3 C -0.59108 0.52090 -0.79028  C4 1.554, C5 1.527, H9 1.096, H10 1.093
4 C 0.05416 0.42411 0.62055  O1 1.403, C3 1.554, C6 1.541, H12 1.098
5 C 0.38748 -0.56897 -1.22042  O2 1.201, C3 1.527, C6 1.525
6 C 0.72797 -0.90517 0.22778  C4 1.541, C5 1.525, H7 1.096, H8 1.092
7 H 0.12426 -1.74649 0.58785  C6 1.096
8 H 1.77776 -1.07029 0.47960  C6 1.092
9 H -1.61564 0.13189 -0.76183  C3 1.096
10 H -0.56428 1.46538 -1.34006  C3 1.093
11 H -1.10799 1.16962 1.97987  O1 0.965
12 H 0.79570 1.21870 0.77632  C4 1.098

Summary:
HOMO = -9.59 eV
Lowest unoccupied orbital energy = 0.7 eV
ΔE to the lowest compared entry with this formula, charge and spin = 122.6 kJ/mol
SMILES = O=C1CC(O)C1

Table of Mulliken atomic charges, one value per atom, all in e: atom 1 (O): -0.544, atom 2 (O): -0.550, atom 3 (C): -0.600, atom 4 (C): 0.182, atom 5 (C): 0.468, atom 6 (C): -0.675, atom 7 (H): 0.242, atom 8 (H): 0.302, atom 9 (H): 0.246, atom 10 (H): 0.309, atom 11 (H): 0.312, atom 12 (H): 0.310

=====

Entry 3:
ORCA calculation (ωB97M-V/def2-TZVPD) on a cluster of 2 separate species, C4H6O2 in total.

Each atom is followed by the atoms it is bonded to, with distances in Å.
Positions of all 12 atoms, in Å:
1 O -1.87082 -0.99746 -0.12008  C6 1.159
2 O 2.39419 -1.88186 -1.62724  C5 1.211
3 C 0.48607 -0.72778 -0.86138  C5 1.464, C6 1.327, H9 1.084
4 C -0.61815 1.79573 1.27981  H7 1.093, H8 1.095, H11 1.095, H12 1.093
5 C 1.24024 -1.91702 -1.26169  O2 1.211, C3 1.464, H10 1.109
6 C -0.77358 -0.85350 -0.46379  O1 1.159, C3 1.327
7 H 0.03444 2.67019 1.22353  C4 1.093
8 H -1.24534 1.75939 0.38252  C4 1.095
9 H 0.94304 0.25559 -0.87269  C3 1.084
10 H 0.67847 -2.87192 -1.20304  C5 1.109
11 H -0.01082 0.88850 1.36218  C4 1.095
12 H -1.25774 1.88012 2.16186  C4 1.093

Summary:
HOMO = -10.03 eV
Lowest unoccupied orbital energy = 0.4 eV
ΔE to the lowest compared entry with this formula, charge and spin = 146.8 kJ/mol
SMILES = O=C=CC=O.C

Table of Mulliken atomic charges, one value per atom, all in e: atom 1 (O): -0.306, atom 2 (O): -0.492, atom 3 (C): -0.258, atom 4 (C): -0.946, atom 5 (C): -0.158, atom 6 (C): 0.491, atom 7 (H): 0.280, atom 8 (H): 0.212, atom 9 (H): 0.401, atom 10 (H): 0.316, atom 11 (H): 0.180, atom 12 (H): 0.280

=====

Calculated values (eV Å⁻¹) of F_max for the records, taken in order: 0.69 0.53 1.11.